# C8H11CaNPS

C8H11CaNPS as an isolated structure at a distorted geometry (ωB97M-V/def2-TZVPD, the Open Molecules 2025 dataset).

Computed properties:
* maximum force: 2.663 eV Å⁻¹
* gap between HOMO and LUMO (spin up / spin down): 0.1275 / 0.1602 Eh
* net charge: -1
* calculated total energy: -48521.110 eV
* LUMO energy (spin up / spin down): 2.73 / 2.69 eV
* HOMO (spin up / spin down): -0.7 / -1.7 eV

Element x y z (Å)
C1 -1.781 -1.036 0.312
C2 -2.062 -1.894 -0.711
C3 -1.892 -1.466 -2.076
C4 -1.787 -0.062 -2.391
C5 -1.613 0.764 -1.337
Ca1 0.194 -0.687 -0.927
P1 0.654 -1.690 1.942
H1 -2.079 -1.103 1.357
H2 -2.322 -2.975 -0.636
H3 -2.138 -2.145 -2.904
H4 -1.712 1.830 -1.156
H5 -1.871 0.235 -3.452
H6 2.013 -1.969 2.284
H7 0.140 -2.856 2.563
H8 0.405 -0.850 3.078
S1 2.244 3.241 -0.469
C6 2.716 2.647 1.097
C7 2.100 1.456 1.360
N1 1.379 0.940 0.297
C8 1.303 1.811 -0.713
H9 3.378 3.191 1.753
H10 2.127 0.906 2.282
H11 0.603 1.710 -1.552

***

# C5H12NO2

An isolated ion of composition C5H12NO2 and charge +1 at a distorted geometry (ωB97M-V/def2-TZVPD, the Open Molecules 2025 dataset).

Computed properties:
* maximum force: 4.081 eV Å⁻¹
* gap between HOMO and LUMO: 0.4202 Eh
* net charge: +1
* calculated total energy: -10956.948 eV
* LUMO energy: -3.71 eV
* HOMO: -15.1 eV

Element x y z (Å)
C1 0.512 2.327 -0.803
C2 1.315 1.099 -0.241
C3 0.705 -0.269 -0.480
C4 -0.282 -0.761 0.556
N1 -1.595 0.012 0.586
C5 -0.665 -2.219 0.358
O1 -1.343 -2.519 -0.615
O2 0.037 -2.901 1.220
H1 -0.426 2.323 -0.375
H2 0.336 2.386 -1.831
H3 1.109 3.260 -0.581
H4 1.599 1.393 0.864
H5 2.348 1.155 -0.776
H6 0.045 -0.215 -1.469
H7 1.570 -0.998 -0.544
H8 0.353 -0.647 1.478
H9 -2.330 -0.684 0.976
H10 -2.034 0.315 -0.314
H11 -1.386 0.848 1.044
H12 0.131 -3.905 0.948

***

# C4H7NO2

One molecule with the formula C4H7NO2 at a distorted geometry (ωB97M-V/def2-TZVPD, the Open Molecules 2025 dataset).

Computed properties:
* maximum force: 3.269 eV Å⁻¹
* gap between HOMO and LUMO: 0.3253 Eh
* calculated total energy: -9846.126 eV
* LUMO energy: 0.69 eV
* HOMO: -8.2 eV

Element x y z (Å)
C1 -0.065 1.070 -1.209
C2 -0.346 0.275 -0.151
N1 0.600 -0.399 0.566
C3 2.004 -0.356 0.300
C4 -1.787 0.073 0.169
O1 -2.668 0.862 -0.060
O2 -2.037 -1.114 0.758
H1 0.913 1.137 -1.649
H2 -0.866 1.521 -1.766
H3 0.072 -0.933 1.294
H4 2.270 -0.917 -0.609
H5 2.325 0.677 0.146
H6 2.543 -0.763 1.154
H7 -2.958 -1.132 1.057

***

# C20H19N3O4S

One molecule with the formula C20H19N3O4S at a distorted geometry (ωB97M-V/def2-TZVPD, the Open Molecules 2025 dataset).

Computed properties:
* maximum force: 1.338 eV Å⁻¹
* gap between HOMO and LUMO: 0.3256 Eh
* calculated total energy: -44543.237 eV
* LUMO energy: 0.06 eV
* HOMO: -8.8 eV

Element x y z (Å)
C1 0.889 2.859 -2.187
C2 -0.621 2.602 -2.180
C3 -0.915 1.165 -1.879
C4 -1.013 0.247 -2.928
C5 -1.275 -1.087 -2.707
C6 -1.464 -1.564 -1.406
C7 -1.762 -2.962 -1.169
C8 -2.029 -3.668 -0.022
C9 -2.242 -4.994 -0.474
C10 -2.572 -6.190 0.338
N1 -2.106 -5.052 -1.774
O1 -1.811 -3.810 -2.216
C11 -1.361 -0.662 -0.351
C12 -1.076 0.668 -0.592
S1 -0.989 1.619 0.929
O2 -2.222 1.431 1.630
O3 -0.520 2.960 0.732
N2 0.201 0.719 1.779
C13 0.087 0.899 3.214
C14 0.659 2.222 3.706
O4 0.240 2.828 4.663
N3 1.741 2.646 2.998
C15 2.256 1.996 1.885
C16 3.503 2.321 1.368
C17 3.982 1.660 0.251
C18 3.223 0.670 -0.352
C19 1.976 0.343 0.155
C20 1.487 1.000 1.272
H1 1.089 3.873 -2.521
H2 1.397 2.163 -2.853
H3 1.288 2.742 -1.184
H4 -1.033 2.849 -3.160
H5 -1.078 3.243 -1.429
H6 -0.887 0.603 -3.940
H7 -1.349 -1.777 -3.534
H8 -2.076 -3.310 0.984
H9 -1.784 -6.376 1.067
H10 -3.503 -6.029 0.878
H11 -2.675 -7.054 -0.311
H12 -1.498 -0.974 0.671
H13 -0.973 0.855 3.469
H14 0.614 0.078 3.715
H15 2.188 3.501 3.305
H16 4.087 3.099 1.839
H17 4.949 1.921 -0.150
H18 3.599 0.153 -1.220
H19 1.377 -0.424 -0.311

***

# C4H10NO2

An isolated ion of composition C4H10NO2 and charge +1 at a distorted geometry (ωB97M-V/def2-TZVPD, the Open Molecules 2025 dataset).

Computed properties:
* maximum force: 2.277 eV Å⁻¹
* gap between HOMO and LUMO: 0.4335 Eh
* net charge: +1
* calculated total energy: -9887.822 eV
* LUMO energy: -3.54 eV
* HOMO: -15.3 eV

Element x y z (Å)
C1 0.918 -1.287 1.694
C2 0.080 -0.150 1.146
N1 -0.628 -0.596 -0.117
C3 -0.200 -0.021 -1.418
C4 -0.459 1.477 -1.370
O1 -1.604 1.882 -1.317
O2 0.560 2.294 -1.541
H1 0.683 -2.230 1.163
H2 0.936 -1.338 2.802
H3 1.978 -1.287 1.467
H4 -0.632 0.117 1.940
H5 0.675 0.758 0.974
H6 -1.674 -0.610 -0.098
H7 -0.484 -1.595 0.024
H8 -0.941 -0.306 -2.174
H9 0.828 -0.237 -1.715
H10 -0.035 3.129 -1.460

***

# C6H17NO

A 2-piece molecular cluster, C6H17NO overall at a distorted geometry (ωB97M-V/def2-TZVPD, the Open Molecules 2025 dataset).

Computed properties:
* maximum force: 2.539 eV Å⁻¹
* gap between HOMO and LUMO: 0.3555 Eh
* calculated total energy: -10034.038 eV
* LUMO energy: 0.94 eV
* HOMO: -8.7 eV

Element x y z (Å)
C1 1.095 0.609 -2.070
C2 -0.009 -0.449 -2.040
N1 -0.065 -1.134 -0.791
C3 -0.157 -0.329 0.478
C4 -1.188 -0.943 1.426
C5 1.196 -0.249 1.224
C6 1.073 0.603 2.500
H1 0.868 1.467 -1.452
H2 1.464 0.892 -3.077
H3 2.029 0.277 -1.604
H4 0.111 -1.165 -2.911
H5 -0.981 0.140 -2.197
H6 0.687 -1.778 -0.607
H7 -0.578 0.650 0.104
H8 -1.374 -1.935 0.956
H9 -0.743 -1.379 2.335
H10 -2.101 -0.362 1.517
H11 1.522 -1.304 1.484
H12 1.921 0.217 0.562
H13 1.968 1.154 2.929
H14 0.438 1.428 2.151
H15 0.634 0.065 3.332
O1 -2.904 1.421 -1.190
H16 -2.543 1.460 -2.090
H17 -2.363 0.644 -0.970

***

- Which formula does entry 4 have?
  C20H19N3O4S

***

- Which value of calculated total energy does entry 6 give?
  -10034.038 eV

***

- Number 4 is which compound?
  C20H19N3O4S